[1]
The following is a quantum chemistry calculation of a structure of composition C52H45HgN7O2P2S in a non-equilibrium geometry, from the OMol25 dataset.

Structure (ORCA input):
```
! wB97M-V def2-TZVPD RIJCOSX def2/J DEFGRID3
* xyz -1 2
Hg 0.61 -0.46 -0.65
C -1.13 2.51 -0.95
P -2.56 1.44 -0.39
C -3.62 2.78 0.30
C -3.68 2.87 1.69
C -4.46 3.85 2.31
C -5.19 4.73 1.54
C -5.14 4.66 0.15
C -4.35 3.69 -0.46
C -3.42 1.04 -1.96
C -4.78 0.75 -1.90
C -5.45 0.21 -3.00
C -4.75 -0.06 -4.17
C -3.39 0.21 -4.23
C -2.73 0.76 -3.14
C -0.10 2.53 0.13
C 0.27 3.56 0.97
C 1.09 3.00 1.98
C 1.20 1.65 1.69
C 1.73 0.55 2.57
P 0.29 -0.42 3.28
C 0.60 -0.13 5.08
C 1.19 -1.03 5.96
C 1.43 -0.67 7.28
C 1.08 0.59 7.74
C 0.48 1.49 6.87
C 0.24 1.14 5.56
C 0.84 -2.17 3.13
C 2.15 -2.58 2.90
C 2.46 -3.93 2.79
C 1.47 -4.89 2.91
C 0.16 -4.49 3.14
C -0.15 -3.14 3.24
N 0.46 1.36 0.57
H -1.49 3.51 -1.17
H -0.72 2.06 -1.86
H -3.10 2.17 2.29
H -4.49 3.91 3.39
H -5.82 5.48 2.02
H -5.70 5.35 -0.45
H -4.31 3.63 -1.54
H -5.33 0.93 -0.98
H -6.50 -0.03 -2.92
H -5.26 -0.50 -5.02
H -2.83 -0.03 -5.13
H -1.66 0.92 -3.21
H -0.03 4.60 0.87
H 1.55 3.52 2.81
H 2.33 0.96 3.38
H 2.33 -0.14 1.98
H 1.47 -2.02 5.61
H 1.90 -1.38 7.95
H 1.28 0.87 8.77
H 0.20 2.48 7.23
H -0.24 1.84 4.88
H 2.95 -1.85 2.82
H 3.49 -4.24 2.60
H 1.71 -5.94 2.81
H -0.63 -5.23 3.22
H -1.18 -2.83 3.40
N 4.88 -2.05 -0.50
C 5.37 -0.87 0.01
C 4.27 -0.12 0.31
N 3.14 -0.82 -0.02
C 3.53 -1.97 -0.50
C 2.59 -3.02 -0.87
N 1.31 -2.89 -0.70
C 0.73 -4.06 -1.11
C 1.70 -4.91 -1.53
N 2.89 -4.25 -1.36
H 5.43 -2.80 -0.88
H 6.42 -0.67 0.10
H 4.21 0.87 0.73
H -0.34 -4.21 -1.06
H 1.66 -5.91 -1.93
H 3.77 -4.54 -1.72
C 3.40 5.06 -0.81
C 2.95 3.86 -1.61
C 3.63 2.65 -1.50
C 3.21 1.53 -2.20
C 2.10 1.62 -3.02
C 1.46 2.83 -3.20
C 1.88 3.95 -2.49
S 1.54 0.20 -3.91
O 0.90 0.71 -5.11
O 2.71 -0.64 -4.11
N 0.48 -0.45 -2.89
C -0.31 -1.55 -3.35
C -0.17 -2.15 -4.61
C -0.99 -3.21 -4.99
C -1.95 -3.71 -4.13
C -2.10 -3.16 -2.85
C -3.06 -3.66 -1.91
C -3.13 -3.07 -0.64
C -2.28 -2.05 -0.31
N -1.36 -1.55 -1.17
C -1.27 -2.07 -2.45
H 3.51 4.79 0.24
H 2.67 5.87 -0.87
H 4.36 5.44 -1.17
H 4.50 2.58 -0.84
H 3.74 0.59 -2.12
H 0.64 2.90 -3.90
H 1.35 4.89 -2.61
H 0.57 -1.78 -5.31
H -0.86 -3.64 -5.98
H -2.59 -4.53 -4.43
H -3.71 -4.47 -2.20
H -3.86 -3.42 0.10
H -2.32 -1.58 0.67
*
```

Summary:
- M (g/mol) = 1094.6
- orbital gap (alpha / beta) (eV) = 3.4 / 5.8
- relative energy (zero: lowest compared OMol25 entry of this formula, charge and spin) (kcal per mole) = 13.8
- energy (eV) = -102769.7146
- LUMO (alpha / beta) (eV) = 1.754 / 1.746

These are the Löwdin partial charges, in e, on atoms 1 to 6:
1. Hg 1.165
2. C -0.284
3. P 1.088
4. C -0.379
5. C -0.104
6. C -0.099

=====

[2]
The following is a quantum chemistry calculation of a structure of composition C52H46BBrCdF4IN7O2S4 in a non-equilibrium geometry, from the OMol25 dataset.

Structure (ORCA input):
```
! wB97M-V def2-TZVPD RIJCOSX def2/J DEFGRID3
* xyz 0 1
Cd -16.32 14.60 -3.86
C -17.87 10.98 -6.42
C -17.56 12.29 -5.75
N -16.44 12.63 -5.07
N -15.50 11.72 -5.17
C -14.35 11.98 -4.43
N -13.63 10.84 -4.30
S -14.10 13.24 -3.32
C -18.73 13.24 -5.71
C -19.83 13.13 -6.53
C -20.82 14.14 -6.50
C -20.71 15.20 -5.63
C -19.59 15.24 -4.78
N -18.59 14.34 -4.86
H -16.98 10.34 -6.19
H -18.76 10.48 -6.00
H -17.96 11.15 -7.50
H -13.76 10.08 -4.98
H -12.78 10.79 -3.72
H -19.89 12.18 -7.08
H -21.61 13.91 -7.19
H -21.49 15.95 -5.68
H -19.38 16.05 -4.06
C -19.25 18.31 -14.21
C -19.63 18.20 -12.75
C -18.88 17.37 -11.88
C -19.11 17.29 -10.51
C -20.21 17.98 -10.04
C -21.16 18.62 -10.88
C -20.82 18.76 -12.22
S -20.53 18.09 -8.21
O -21.96 18.45 -8.14
C -19.56 19.61 -7.94
C -18.15 19.53 -8.06
C -17.37 20.65 -7.80
C -17.98 21.88 -7.56
C -17.24 23.10 -7.59
C -17.85 24.37 -7.47
C -19.22 24.35 -7.19
C -19.92 23.22 -6.88
C -19.37 21.94 -7.29
C -20.14 20.76 -7.40
C -21.57 20.70 -6.88
C -22.65 21.21 -7.64
C -22.50 21.55 -9.00
C -23.46 22.31 -9.64
C -24.59 22.71 -9.00
C -24.82 22.24 -7.69
C -23.92 21.43 -6.99
C -24.15 20.98 -5.63
C -23.13 20.33 -5.05
C -21.82 20.29 -5.60
S -20.49 19.52 -4.72
O -21.11 18.37 -3.97
C -19.96 20.66 -3.36
C -18.80 21.40 -3.46
C -18.49 22.33 -2.48
C -19.26 22.46 -1.35
C -18.82 23.35 -0.18
C -20.42 21.66 -1.23
C -20.76 20.74 -2.26
H -20.09 18.27 -14.92
H -18.51 17.54 -14.48
H -18.72 19.25 -14.47
H -18.04 16.81 -12.30
H -18.38 16.73 -9.89
H -21.99 19.05 -10.34
H -21.41 19.50 -12.82
H -17.62 18.63 -8.26
H -16.33 20.60 -8.06
H -16.23 23.10 -7.83
H -17.48 25.28 -7.86
H -19.74 25.34 -7.11
H -21.00 23.26 -6.64
H -21.64 21.23 -9.59
H -23.36 22.45 -10.71
H -25.32 23.44 -9.40
H -25.79 22.43 -7.23
H -25.11 21.26 -5.18
H -23.32 19.70 -4.22
H -18.18 21.33 -4.37
H -17.60 22.92 -2.66
H -18.21 24.24 -0.51
H -18.21 22.78 0.55
H -19.61 23.81 0.47
H -21.04 21.70 -0.30
H -21.71 20.15 -2.21
F -16.51 16.02 -6.06
B -16.44 17.37 -5.43
F -15.60 17.11 -4.27
F -17.77 17.64 -4.96
F -15.94 18.37 -6.23
C -20.57 14.12 0.08
C -19.45 14.79 0.91
C -18.31 15.26 0.07
N -18.26 14.97 -1.19
N -17.10 15.43 -1.81
C -16.41 16.24 -1.01
N -15.62 17.19 -1.56
S -16.95 16.27 0.63
H -21.28 13.64 0.81
H -20.20 13.37 -0.66
H -21.19 14.88 -0.46
H -19.13 14.25 1.87
H -19.88 15.69 1.41
H -15.52 17.17 -2.58
H -15.11 17.86 -1.03
Br -12.82 16.06 -12.68
C -11.66 16.30 -11.25
C -10.36 16.74 -11.34
C -9.57 16.75 -10.21
C -10.07 16.45 -8.94
C -11.42 16.22 -8.80
C -12.26 16.16 -9.96
I -14.30 16.05 -9.61
H -9.92 16.92 -12.32
H -8.51 16.97 -10.25
H -9.37 16.43 -8.09
H -11.92 16.07 -7.86
*
```

Summary:
- M (g/mol) = 1335.3
- orbital gap (eV) = 7.4
- relative energy (zero: lowest compared OMol25 entry of this formula, charge and spin) (kcal per mole) = 98.9
- energy (eV) = -206794.6578
- LUMO (eV) = 0.046

These are the Löwdin partial charges, in e, on atoms 1 to 6:
1. Cd 1.306
2. C -0.058
3. C -0.241
4. N -0.114
5. N -0.087
6. C -0.905

=====

[3]
The following is a quantum chemistry calculation of a structure of composition C52H47Br4CeF2N4OP in a non-equilibrium geometry, from the OMol25 dataset.

Structure (ORCA input):
```
! wB97M-V def2-TZVPD RIJCOSX def2/J DEFGRID3
* xyz 0 1
Ce -0.27 -0.28 -0.13
F 1.00 -3.38 -4.44
C 0.68 -2.09 -4.12
C 0.04 -1.92 -2.91
C -0.13 -0.62 -2.47
C 0.05 0.49 -3.35
C 0.48 0.20 -4.68
F 0.54 1.16 -5.59
C 0.91 -1.07 -5.04
C -0.09 1.82 -2.84
C 0.27 2.98 -3.53
C -0.06 4.20 -2.99
C -0.57 4.27 -1.71
C -0.76 3.08 -1.03
N -0.52 1.88 -1.56
H -0.20 -2.77 -2.29
H 1.26 -1.35 -6.05
H 0.78 2.87 -4.50
H 0.06 5.16 -3.54
H -0.73 5.22 -1.25
H -1.15 3.09 -0.03
C -3.89 -2.40 1.92
C -3.12 -3.42 1.14
C -3.65 -4.69 0.89
C -2.91 -5.65 0.27
C -1.53 -5.35 -0.01
C -0.56 -6.34 -0.31
Br -0.99 -8.13 -0.77
C 0.80 -6.09 -0.20
C 1.26 -4.83 -0.04
Br 3.12 -4.65 0.05
C 0.36 -3.69 0.13
O 0.75 -2.46 0.23
C -1.06 -4.03 0.31
N -1.87 -3.10 0.83
H -4.93 -2.62 1.71
H -3.67 -1.40 1.57
H -3.74 -2.47 2.99
H -4.68 -4.83 1.23
H -3.28 -6.63 -0.01
H 1.52 -6.89 -0.36
Br 0.34 -0.99 3.29
C 0.81 0.63 4.22
Br 0.40 2.20 3.07
H 1.89 0.62 4.40
H 0.20 0.71 5.15
N 1.77 0.39 0.25
P 3.31 0.66 0.04
C 3.61 2.45 0.22
C 3.61 3.25 -0.91
C 3.69 4.66 -0.78
C 3.79 5.25 0.48
C 3.64 4.45 1.60
C 3.69 3.07 1.48
C 4.15 0.05 -1.45
C 3.80 -1.23 -1.91
C 4.59 -1.86 -2.90
C 5.58 -1.15 -3.56
C 5.80 0.16 -3.23
C 5.17 0.76 -2.11
C 4.30 -0.12 1.28
C 3.93 -1.28 1.99
C 4.73 -1.75 3.06
C 5.97 -1.18 3.31
C 6.43 -0.12 2.51
C 5.60 0.42 1.51
H 3.49 2.84 -1.92
H 3.67 5.29 -1.67
H 3.89 6.32 0.56
H 3.51 4.88 2.59
H 3.72 2.42 2.38
H 2.93 -1.70 -1.53
H 4.47 -2.90 -3.11
H 6.16 -1.63 -4.37
H 6.51 0.76 -3.81
H 5.51 1.72 -1.77
H 2.98 -1.74 1.76
H 4.39 -2.55 3.68
H 6.58 -1.60 4.10
H 7.44 0.26 2.64
H 5.97 1.28 0.90
C -3.13 0.75 5.01
C -3.55 1.21 3.66
C -4.54 2.22 3.49
C -4.91 2.72 2.20
C -5.93 3.83 2.10
C -4.32 2.18 1.07
C -3.39 1.07 1.16
C -2.93 0.76 2.49
N -2.97 0.34 0.08
C -3.92 0.01 -1.01
C -3.64 -1.38 -1.67
C -5.43 0.02 -0.54
C -3.85 1.06 -2.12
H -3.89 0.10 5.45
H -2.88 1.60 5.71
H -2.20 0.15 4.89
H -5.10 2.59 4.37
H -5.63 4.71 2.72
H -6.93 3.50 2.49
H -6.05 4.19 1.08
H -4.60 2.50 0.06
H -2.06 0.08 2.60
H -3.67 -2.22 -0.94
H -2.69 -1.48 -2.15
H -4.44 -1.60 -2.38
H -5.61 -0.43 0.42
H -5.99 -0.56 -1.35
H -5.79 1.05 -0.55
H -2.84 1.15 -2.51
H -4.13 2.08 -1.76
H -4.49 0.86 -2.99
*
```

Summary:
- M (g/mol) = 1272.7
- orbital gap (alpha / beta) (eV) = 5.3 / 5.3
- relative energy (zero: lowest compared OMol25 entry of this formula, charge and spin) (kcal per mole) = 6.1
- energy (eV) = -370516.8368
- LUMO (alpha / beta) (eV) = -1.070 / -1.070

These are the Löwdin partial charges, in e, on atoms 1 to 6:
1. Ce 1.028
2. F 0.053
3. C -0.242
4. C -0.036
5. C -0.201
6. C -0.111

=====

[4]
The following is a quantum chemistry calculation of a structure of composition C52H49AsN4OSW, from the OMol25 dataset.

Structure (ORCA input):
```
! wB97M-V def2-TZVPD RIJCOSX def2/J DEFGRID3
* xyz 2 3
W -0.30 -0.14 0.06
C -5.59 -2.35 -0.85
C -4.82 -1.20 -0.18
C -4.41 -0.11 -1.14
C -5.39 0.74 -1.65
C -5.07 1.79 -2.50
C -3.75 2.00 -2.86
C -2.74 1.15 -2.40
C -1.33 1.32 -2.91
C -1.15 0.65 -4.27
C -3.09 0.10 -1.55
N -2.04 -0.76 -1.08
C -2.08 -2.04 -1.42
C -1.10 -2.87 -0.91
C -0.84 -4.25 -1.01
C 0.30 -4.48 -0.24
C 0.69 -3.25 0.29
N -0.15 -2.27 -0.10
H -5.94 -3.07 -0.11
H -4.97 -2.88 -1.57
H -6.46 -1.96 -1.38
H -3.95 -1.60 0.35
H -5.47 -0.76 0.58
H -6.42 0.58 -1.36
H -5.85 2.44 -2.87
H -3.49 2.81 -3.53
H -0.61 0.89 -2.20
H -1.09 2.38 -2.98
H -1.39 -0.42 -4.21
H -0.13 0.76 -4.64
H -1.82 1.09 -5.00
H -2.86 -2.41 -2.08
H -1.42 -4.97 -1.56
H 0.80 -5.42 -0.08
H 1.54 -3.05 0.92
C -1.02 -3.21 4.73
C 0.19 -2.58 4.96
C 0.63 -1.58 4.12
C -0.15 -1.22 3.03
C -1.37 -1.83 2.80
C -1.81 -2.83 3.65
N 0.28 -0.18 2.13
N 0.93 0.75 2.66
C 1.24 1.77 1.79
C 1.90 2.89 2.29
C 2.08 3.99 1.46
C 1.60 3.94 0.15
C 0.99 2.79 -0.35
C 0.80 1.67 0.45
H -1.36 -3.99 5.39
H 0.80 -2.88 5.81
H 1.57 -1.07 4.29
H -2.00 -1.51 1.97
H -2.77 -3.30 3.48
H 2.22 2.90 3.32
H 2.57 4.87 1.83
H 1.73 4.80 -0.49
H 0.67 2.79 -1.39
C -3.87 2.63 1.00
S -2.10 2.59 0.96
O -1.84 1.07 0.78
C -1.73 2.93 2.66
C -2.04 2.00 3.64
C -1.74 2.31 4.96
C -1.14 3.52 5.27
C -0.84 4.44 4.27
C -1.12 4.14 2.95
H -4.23 1.90 1.72
H -4.23 2.42 -0.01
H -4.15 3.65 1.30
H -2.50 1.05 3.38
H -1.96 1.59 5.74
H -0.91 3.76 6.30
H -0.37 5.39 4.52
H -0.87 4.84 2.15
C 3.96 3.11 -3.30
C 3.12 2.19 -3.93
C 2.63 1.11 -3.22
C 2.97 0.94 -1.88
C 3.80 1.86 -1.25
C 4.30 2.94 -1.97
As 2.22 -0.54 -0.89
C 3.66 -0.99 0.33
C 3.41 -1.39 1.63
C 4.46 -1.74 2.47
C 5.76 -1.70 1.99
C 6.02 -1.29 0.69
C 4.97 -0.93 -0.14
C 2.20 -1.96 -2.20
C 1.11 -2.00 -3.06
C 1.05 -2.97 -4.06
C 2.07 -3.89 -4.18
C 3.15 -3.86 -3.31
C 3.22 -2.89 -2.32
H 4.35 3.95 -3.86
H 2.87 2.32 -4.97
H 2.01 0.37 -3.72
H 4.05 1.75 -0.20
H 4.96 3.65 -1.48
H 2.40 -1.43 2.01
H 4.26 -2.06 3.48
H 6.58 -1.98 2.64
H 7.03 -1.26 0.32
H 5.17 -0.61 -1.16
H 0.31 -1.28 -2.96
H 0.21 -2.99 -4.74
H 2.03 -4.65 -4.95
H 3.95 -4.58 -3.40
H 4.07 -2.87 -1.64
*
```

Summary:
- M (g/mol) = 1036.8
- orbital gap (alpha / beta) (eV) = 7.0 / 6.5
- relative energy (zero: lowest compared OMol25 entry of this formula, charge and spin) (kcal per mole) = 0.0
- energy (eV) = -136213.3169
- LUMO (alpha / beta) (eV) = -6.161 / -6.639

These are the Löwdin partial charges, in e, on atoms 1 to 6:
1. W 1.527
2. C -0.069
3. C -0.193
4. C -0.180
5. C -0.037
6. C -0.055